The following is a quantum chemistry calculation of a 10-piece molecular cluster, C48H104Cl5N6O14P overall in a non-equilibrium geometry, from OMol25.

- E_LUMO (spin up / spin down): 2.35 / 1.60 eV
- Gap between HOMO and LUMO (spin up / spin down): 2.7 / 2.6 eV
- Electronic energy: -5914.5061 a.u.
- HOMO level (spin up / spin down): -0.358 / -0.965 eV
- Charge: -2
- Multiplicity: 5

Last column: Löwdin charge in e.
Geometry (Å):
C: -12.736 1.619 2.764  -0.162
C: -11.603 1.313 1.774  -0.388
C: -12.029 0.780 0.374  -0.233
O: -10.902 0.848 -0.446  -0.212
C: -10.747 -0.126 -1.541  -0.039
N: -10.767 2.582 1.761  0.140
H: -11.313 3.322 1.344  0.080
H: -10.373 2.885 2.640  -0.003
H: -10.094 2.468 1.016  0.115
H: -13.551 2.263 2.434  0.066
H: -12.318 2.053 3.673  0.028
H: -13.341 0.755 3.037  0.066
H: -10.963 0.545 2.207  0.105
H: -12.918 1.236 -0.060  0.121
H: -12.384 -0.227 0.595  0.118
H: -9.701 -0.124 -1.846  0.087
H: -11.298 0.112 -2.451  0.089
H: -10.817 -1.124 -1.109  0.081
C: -4.825 -0.951 -0.187  -0.028
C: -3.677 -0.467 0.602  -0.327
C: -2.317 -1.039 0.260  -0.221
O: -1.400 -0.297 0.963  -0.162
C: -0.081 -0.682 0.538  -0.078
N: -3.598 0.963 0.292  0.232
H: -2.737 1.436 0.527  0.162
H: -3.894 1.187 -0.648  0.161
H: -4.227 1.464 0.902  0.173
H: -4.733 -0.516 -1.182  0.104
H: -5.843 -0.614 0.011  0.096
H: -4.963 -2.029 -0.278  0.102
H: -3.814 -0.435 1.683  0.161
H: -2.147 -1.141 -0.812  0.152
H: -2.294 -2.066 0.625  0.141
H: 0.275 -1.710 0.601  0.099
H: 0.718 -0.091 0.985  0.089
H: 0.139 -0.438 -0.501  0.094
P: -6.938 3.451 -2.120  -0.092
O: -7.363 3.706 -0.643  -0.412
O: -7.837 2.997 -3.279  -0.168
O: -5.753 2.637 -2.593  -0.234
O: -6.622 4.810 -2.698  -0.099
Cl: -4.031 -0.396 -6.244  0.583
O: -3.553 -1.156 -5.148  -0.390
O: -3.371 0.899 -6.288  -0.405
O: -3.930 -1.012 -7.511  -0.379
O: -5.446 -0.094 -6.043  -0.411
C: 6.595 3.789 -2.310  -0.035
C: 7.199 3.289 -0.963  -0.443
C: 8.471 4.149 -0.808  -0.180
C: 9.097 4.166 0.529  -0.207
C: 8.171 4.362 1.770  -0.129
C: 6.840 3.504 1.605  -0.413
N: 6.246 3.396 0.222  -0.045
O: 4.903 2.890 0.039  -0.055
C: 7.166 2.059 2.203  -0.029
C: 5.897 4.334 2.590  -0.035
C: 7.749 1.810 -1.134  -0.022
H: 6.418 4.861 -2.400  0.082
H: 5.735 3.146 -2.501  0.080
H: 7.318 3.542 -3.088  0.078
H: 9.093 3.621 -1.531  0.120
H: 8.301 5.208 -1.003  0.121
H: 9.930 4.866 0.595  0.108
H: 9.555 3.188 0.676  0.100
H: 8.016 5.441 1.790  0.104
H: 8.626 4.030 2.703  0.111
H: 7.819 1.306 1.762  0.067
H: 7.445 2.067 3.257  0.076
H: 6.241 1.485 2.156  0.077
H: 6.403 4.398 3.553  0.073
H: 5.769 5.315 2.132  0.083
H: 5.050 3.695 2.839  0.075
H: 6.917 1.107 -1.135  0.087
H: 8.424 1.498 -0.337  0.064
H: 8.197 1.644 -2.114  0.083
C: -0.897 4.489 -2.674  -0.036
C: -0.296 5.590 -3.581  -0.468
C: 1.200 5.181 -3.699  -0.133
C: 1.845 6.040 -4.755  -0.224
C: 1.262 5.876 -6.078  -0.195
C: -0.208 6.129 -6.155  -0.471
N: -0.897 5.571 -4.958  -0.033
O: -2.329 5.716 -4.994  -0.010
C: -0.534 7.606 -6.448  -0.039
C: -0.771 5.311 -7.374  -0.033
C: -0.425 6.980 -2.931  -0.029
H: -1.859 4.866 -2.326  0.076
H: -0.315 4.392 -1.758  0.075
H: -1.058 3.507 -3.118  0.094
H: 1.680 5.396 -2.744  0.118
H: 1.401 4.129 -3.903  0.129
H: 2.896 5.795 -4.908  0.117
H: 1.813 7.096 -4.490  0.106
H: 1.541 4.920 -6.523  0.126
H: 1.841 6.493 -6.764  0.128
H: -1.579 7.860 -6.269  0.081
H: 0.093 8.381 -6.006  0.071
H: -0.471 7.935 -7.485  0.077
H: -0.558 4.243 -7.424  0.087
H: -1.816 5.505 -7.619  0.085
H: -0.169 5.525 -8.257  0.073
H: -1.465 7.306 -2.961  0.085
H: 0.121 7.727 -3.505  0.062
H: -0.148 7.176 -1.895  0.081
C: -2.407 -6.830 1.873  -0.041
C: -3.146 -6.788 3.251  -0.428
C: -3.826 -8.166 3.358  -0.181
C: -4.365 -8.595 4.699  -0.168
C: -3.425 -8.219 5.880  -0.144
C: -2.744 -6.876 5.813  -0.505
N: -2.243 -6.512 4.438  0.002
O: -1.511 -5.252 4.339  -0.035
C: -3.690 -5.796 6.435  -0.039
C: -1.639 -6.953 6.811  -0.077
C: -4.427 -5.803 3.032  -0.015
H: -1.944 -5.849 1.769  0.066
H: -2.980 -6.759 0.949  0.091
H: -1.579 -7.533 1.952  0.090
H: -4.759 -8.171 2.794  0.109
H: -3.224 -8.898 2.820  0.113
H: -4.432 -9.682 4.728  0.111
H: -5.342 -8.130 4.837  0.106
H: -2.618 -8.951 5.896  0.117
H: -3.981 -8.341 6.809  0.124
H: -3.783 -5.844 7.520  0.078
H: -3.473 -4.741 6.263  0.085
H: -4.742 -5.942 6.194  0.066
H: -1.905 -7.277 7.818  0.094
H: -0.852 -7.622 6.463  0.090
H: -1.091 -6.015 6.905  0.086
H: -4.968 -5.744 3.976  0.054
H: -5.095 -6.060 2.210  0.083
H: -3.941 -4.832 2.940  0.070
C: 5.801 -4.051 -0.237  -0.070
C: 5.661 -4.900 -1.552  -0.482
C: 5.850 -3.828 -2.694  -0.158
C: 7.345 -3.568 -3.059  -0.201
C: 7.964 -4.902 -3.405  -0.186
C: 7.879 -5.944 -2.253  -0.506
N: 6.435 -6.143 -1.795  -0.162
O: 6.324 -7.158 -0.708  -0.376
C: 8.365 -7.282 -2.943  -0.068
C: 8.944 -5.551 -1.275  -0.085
C: 4.127 -5.173 -1.541  -0.068
H: 6.725 -3.504 -0.048  0.057
H: 5.444 -4.644 0.605  0.063
H: 5.037 -3.280 -0.339  0.055
H: 5.356 -4.063 -3.637  0.103
H: 5.402 -2.862 -2.462  0.094
H: 7.818 -2.916 -2.324  0.097
H: 7.406 -3.125 -4.053  0.093
H: 9.013 -4.604 -3.395  0.097
H: 7.706 -5.310 -4.382  0.113
H: 8.348 -8.119 -2.244  0.064
H: 7.573 -7.532 -3.649  0.064
H: 9.251 -7.176 -3.570  0.063
H: 9.946 -5.719 -1.669  0.072
H: 8.826 -4.575 -0.802  0.064
H: 8.859 -6.169 -0.382  0.071
H: 3.533 -4.455 -2.107  0.066
H: 3.786 -5.147 -0.506  0.054
H: 3.920 -6.195 -1.860  0.073
Cl: 2.410 0.290 6.512  0.512
C: 0.870 -0.305 5.774  -0.617
C: -0.326 0.265 6.561  -0.701
Cl: -1.826 0.053 5.680  0.549
H: 0.929 -1.382 5.932  0.066
H: 0.798 -0.009 4.728  0.065
H: -0.266 1.338 6.742  0.057
H: -0.513 -0.139 7.557  0.066
Cl: -1.157 4.228 3.032  0.563
C: -0.834 5.913 2.892  -0.724
C: -1.181 6.695 4.137  -0.650
Cl: -0.217 6.126 5.520  0.522
H: -1.595 6.119 2.140  0.060
H: 0.144 6.055 2.432  0.081
H: -2.215 6.598 4.469  0.072
H: -0.902 7.727 3.925  0.073

The following is a quantum chemistry calculation of C8H25O9Zn as an isolated structure in a non-equilibrium geometry, from OMol25.

- E_LUMO: -8.26 eV
- Gap between HOMO and LUMO: 3.2 eV
- Electronic energy: -2775.6623 a.u.
- HOMO level: -11.438 eV
- Relative energy (zero: lowest compared OMol25 entry of this formula, charge and spin): 1082.1 kJ/mol
- Charge: +1

Last column: Löwdin charge in e.
Geometry (Å):
Zn: -0.621 1.507 -0.630  1.165
O: 2.035 0.209 -2.155  -0.184
H: 2.935 0.109 -1.788  -0.015
C: 1.645 -6.449 -0.971  -0.217
C: 1.691 -5.535 -2.168  -0.299
O: 0.748 -4.530 -2.150  -0.038
O: 2.212 -5.721 0.128  -0.094
H: 2.383 -7.226 -1.173  0.115
H: 0.708 -6.836 -0.570  0.128
H: 1.378 -6.066 -3.067  0.120
H: 2.738 -5.272 -2.322  0.124
H: 1.265 -3.755 -1.923  0.084
H: 3.164 -5.624 0.042  0.077
C: 3.657 2.615 2.154  -0.236
C: 3.944 1.670 3.348  -0.252
O: 3.711 0.305 3.062  -0.056
O: 2.269 2.890 2.020  -0.087
H: 4.152 2.282 1.242  0.118
H: 4.273 3.488 2.370  0.112
H: 3.654 2.102 4.305  0.120
H: 5.004 1.773 3.578  0.110
H: 4.535 -0.132 2.836  0.088
H: 1.947 3.593 2.589  0.085
C: -3.717 2.371 -3.905  -0.276
C: -3.216 3.785 -3.673  -0.241
O: -1.894 3.765 -3.182  -0.075
O: -3.166 1.431 -3.072  -0.084
H: -3.592 1.960 -4.907  0.126
H: -4.800 2.383 -3.786  0.122
H: -3.889 4.516 -3.224  0.120
H: -3.366 4.196 -4.672  0.119
H: -1.429 4.559 -3.455  0.096
H: -3.392 0.578 -3.448  0.101
C: -3.188 1.148 3.226  -0.218
C: -2.753 -0.351 2.884  -0.144
O: -1.525 -0.456 2.063  -0.145
O: -2.874 1.884 2.081  -0.110
H: -2.672 1.482 4.126  0.117
H: -4.257 1.315 3.358  0.121
H: -3.405 -0.857 2.173  0.113
H: -2.555 -1.038 3.707  0.119
H: -0.785 -0.850 2.531  0.080
H: -2.950 2.780 2.418  0.091